# 1
Formula: C20H20AuN8
Source: the Open Molecules 2025 dataset
Level of theory: ωB97M-V with the def2-TZVPD basis set

Geometry as XYZ:
```
49
Properties=species:S:1:pos:R:3:forces:R:3
Au 0.07385 0.12449 -0.14734 -1.38 -2.27 2.63
C 3.29461 1.18605 2.76100 -0.37 -0.15 -0.22
C 2.48849 1.15004 1.61993 0.39 0.29 0.03
N 1.42384 0.36112 1.59005 -0.60 0.27 -1.76
C 1.10739 -0.41077 2.64470 0.10 -0.18 0.50
C 1.94148 -0.35929 3.76767 -0.12 0.15 -0.43
N 2.99866 0.42776 3.79902 0.37 0.05 0.42
C -0.08593 -1.24384 2.52174 0.15 -0.14 0.53
C -0.57775 -2.07171 3.51164 0.09 0.22 -0.31
C -1.73224 -2.84074 3.29062 -0.15 -0.23 0.26
C -2.34147 -2.71372 2.03115 0.20 0.26 -0.22
C -1.81321 -1.86425 1.07898 -0.46 -0.35 0.03
N -0.70718 -1.15478 1.33833 0.61 0.99 -1.15
C -2.37131 -1.65309 -0.25414 -0.41 -0.33 0.09
C -3.53970 -2.25008 -0.74200 0.38 0.28 -0.06
N -3.97102 -2.01062 -1.96454 -0.47 -0.21 -0.24
C -3.30461 -1.19388 -2.75755 0.31 0.06 0.34
C -2.14077 -0.57240 -2.29679 -0.17 0.08 -0.46
N -1.70573 -0.81509 -1.06879 1.47 1.15 0.12
C -2.27718 -3.73453 4.32682 0.06 0.09 -0.10
C -3.43306 -4.48344 4.09567 -0.29 -0.19 -0.05
C -3.91564 -5.31540 5.10215 0.47 0.53 -0.39
N -3.29524 -5.40167 6.26208 -0.48 -0.77 0.89
C -2.20168 -4.71373 6.52226 0.12 0.42 -0.69
C -1.65351 -3.85827 5.57012 0.14 -0.04 0.31
H 4.16867 1.82349 2.82124 -0.01 0.01 -0.05
H 2.71181 1.75332 0.75068 -0.01 -0.03 0.01
H 1.76416 -0.95868 4.65230 -0.12 -0.04 -0.06
H -0.06054 -2.11574 4.45638 0.00 -0.01 0.00
H -3.22834 -3.27714 1.79040 0.00 0.00 0.01
H -4.14097 -2.92512 -0.14526 0.09 0.01 0.10
H -3.68513 -1.02260 -3.75744 0.05 0.04 0.00
H -1.57961 0.10989 -2.92057 -0.01 -0.01 0.03
H -3.98259 -4.45223 3.16431 0.04 0.03 0.02
H -4.80869 -5.91203 4.96409 0.01 0.00 0.01
H -1.74922 -4.83848 7.49816 -0.01 0.00 -0.01
H -0.75444 -3.31959 5.83815 -0.03 0.00 -0.04
N -0.00285 2.32719 -0.92974 0.10 -0.05 -0.04
C 0.57539 2.40847 -2.28695 0.23 -0.06 -0.02
C 1.84550 1.57147 -2.34146 -0.18 0.14 -0.07
N 1.52402 0.17536 -1.98019 -0.08 0.09 0.00
H -0.94184 2.71838 -0.91782 -0.02 -0.04 0.07
H 0.54987 2.89798 -0.29311 -0.11 0.09 0.00
H 0.80733 3.43759 -2.56238 -0.06 0.00 0.00
H -0.15816 2.02750 -2.99989 -0.02 0.07 -0.01
H 2.57996 1.95370 -1.63018 0.05 -0.02 -0.05
H 2.27984 1.63647 -3.33940 0.05 -0.03 0.03
H 2.37573 -0.35851 -1.82386 -0.04 -0.05 0.04
H 1.04708 -0.27363 -2.75960 0.12 -0.08 -0.02
```
Positions in Å, forces in eV/Å.

Calculated values
total charge = +3
molecular weight = 569.4 g/mol
E_tot = -1346.8059 a.u.



# 2
Formula: C51H55ClN2O23P
Source: the Open Molecules 2025 dataset
Level of theory: ωB97M-V with the def2-TZVPD basis set

Geometry as XYZ:
```
133
Properties=species:S:1:pos:R:3:forces:R:3
C -0.95853 -2.90947 3.84999 0.06 0.16 0.09
C -1.62028 -1.55735 3.55378 0.28 -0.02 0.23
C -0.68402 -0.67846 2.74328 -0.06 -0.41 -0.12
Cl 0.54856 0.11167 3.72786 0.20 0.14 0.05
N -1.34132 0.31042 1.79563 -0.03 -0.26 0.11
C -1.97263 -0.49422 0.65270 -0.02 -0.26 -0.60
C -1.27913 -0.12753 -0.67035 0.07 -0.18 -0.31
C -0.69297 -1.31936 -1.45089 0.11 0.30 -0.01
C 0.80420 -1.47519 -1.20437 -0.10 -0.16 -0.34
O 1.15749 -1.33150 0.17503 -0.19 -0.03 0.14
C -3.47365 -0.28458 0.58986 0.08 0.06 0.16
C -4.14116 -1.12535 -0.50105 -0.18 -0.03 -0.02
C -4.67708 -2.46825 -0.04932 0.36 0.11 0.13
C -5.94740 -2.84560 -0.43828 -0.23 0.04 -0.12
C -6.45785 -4.07689 -0.06604 -0.12 -0.13 0.01
C -5.70265 -4.94365 0.70281 -0.34 -0.13 -0.10
C -4.42679 -4.59351 1.10871 0.23 -0.01 0.12
C -3.60300 -5.53213 1.94488 -0.13 -0.22 -0.15
C -3.93147 -3.35869 0.72395 0.06 0.23 -0.11
N -3.64651 1.14605 0.37041 0.06 -0.08 0.06
C -3.46405 1.81284 1.65038 -0.34 -0.20 0.00
C -2.10658 1.53282 2.35267 -0.16 0.71 -0.04
C -1.12481 2.70712 2.13856 0.10 -0.24 -0.30
C -0.98946 3.14619 0.68778 0.68 0.24 -0.33
O 0.07054 3.52263 0.24383 -0.57 -0.27 0.25
P -2.43817 1.48761 4.22553 0.10 -0.06 0.12
C -3.31164 3.09133 4.39252 0.10 -0.01 -0.17
O -3.76980 0.50301 4.14856 -0.15 -0.09 0.10
H -0.35499 -2.83955 4.75382 0.03 0.00 -0.02
H -0.29791 -3.23528 3.04412 -0.11 -0.09 -0.10
H -1.71593 -3.67258 4.01319 0.00 -0.05 0.00
H -2.56756 -1.69234 3.03377 -0.01 0.05 -0.09
H -1.80885 -1.07348 4.50787 -0.24 0.01 -0.04
H -0.10722 -1.28927 2.05626 -0.05 0.06 -0.09
H -0.52906 0.70993 1.32370 0.08 0.09 0.16
H -1.77870 -1.54499 0.84760 0.18 0.08 0.32
H -1.98766 0.40245 -1.30364 -0.03 0.08 0.11
H -0.45442 0.56937 -0.49704 -0.03 0.12 -0.01
H -0.81864 -1.10668 -2.51222 -0.04 -0.17 -0.10
H -1.24225 -2.24600 -1.26507 -0.02 0.00 0.17
H 1.33586 -0.70914 -1.77154 0.04 0.10 0.21
H 1.15637 -2.43600 -1.58605 0.00 -0.01 0.02
H 1.25977 -2.21119 0.54770 0.16 -0.04 0.00
H -3.90938 -0.57712 1.55857 -0.04 -0.05 -0.01
H -3.48828 -1.26326 -1.36514 0.08 0.07 0.01
H -4.99239 -0.54657 -0.86769 0.02 0.00 -0.05
H -6.54182 -2.17597 -1.04699 -0.04 0.02 -0.01
H -7.45227 -4.36292 -0.38052 -0.02 -0.01 -0.01
H -6.11004 -5.90763 0.97869 -0.01 -0.04 0.03
H -2.54617 -5.27455 1.91765 0.04 0.08 0.10
H -3.95309 -5.54501 2.97796 0.08 0.06 0.05
H -3.70018 -6.55159 1.56820 0.02 0.00 0.03
H -2.92449 -3.10715 1.02815 0.10 0.02 0.04
H -4.59620 1.32401 0.06572 0.02 0.20 -0.13
H -4.26872 1.50634 2.32388 0.06 0.00 0.03
H -3.57091 2.88991 1.52188 0.18 0.04 -0.11
H -1.42586 3.57711 2.71898 -0.11 0.08 -0.02
H -0.12035 2.43445 2.46533 0.00 0.11 0.18
H -1.87823 3.09652 0.03710 -0.09 0.03 0.07
H -4.04853 3.27584 3.61541 -0.07 0.04 0.02
H -3.83414 3.01985 5.34708 0.04 0.10 0.08
H -2.61061 3.92102 4.44712 -0.01 0.07 0.14
H -4.24410 0.50703 4.98756 -0.02 -0.19 0.05
C 0.43899 -0.49132 -5.51795 -0.05 0.06 0.09
C 1.43002 -0.38343 -6.41411 -0.07 -0.04 0.11
C 1.60209 -1.36846 -7.54902 -0.11 -0.10 -0.03
O 2.52684 -1.16199 -8.30750 0.08 0.02 -0.02
C 0.66976 -2.47591 -7.64944 0.08 -0.01 -0.07
C -0.30954 -2.59152 -6.74118 -0.01 0.00 -0.05
C -0.48162 -1.59814 -5.61874 0.18 0.21 0.14
O -1.38546 -1.79356 -4.82254 -0.16 -0.17 -0.05
O -1.20088 -3.57088 -6.73499 -0.01 -0.04 -0.06
O 2.34375 0.57007 -6.36418 0.00 0.07 -0.03
H 0.31339 0.20867 -4.70286 0.02 0.02 -0.02
H 0.80243 -3.18281 -8.45601 -0.02 -0.01 0.00
H -1.79347 -3.40506 -5.97798 0.00 0.03 0.04
H 2.97260 0.41224 -7.09724 0.00 -0.06 -0.02
C 3.97127 1.35352 -1.51044 -0.03 0.00 0.13
C 3.87034 0.91355 -2.77055 -0.04 0.08 0.00
C 5.08156 0.65697 -3.64189 0.13 -0.05 0.09
O 4.85214 0.20754 -4.75146 0.06 0.05 -0.04
C 6.39315 0.93899 -3.10895 0.07 -0.03 -0.17
C 6.49805 1.38802 -1.84934 0.00 -0.02 -0.04
C 5.29086 1.60999 -0.96561 -0.20 -0.04 -0.06
O 5.50273 2.00138 0.16615 0.06 0.03 0.07
O 7.64741 1.66928 -1.26102 0.08 -0.01 -0.04
O 2.72224 0.65823 -3.38474 -0.02 0.01 0.03
H 3.11267 1.53834 -0.87991 -0.01 0.01 -0.01
H 7.25411 0.75813 -3.73684 0.02 -0.04 0.05
H 7.43075 1.96539 -0.35561 -0.05 0.01 0.03
H 2.96551 0.41966 -4.30719 -0.01 0.00 -0.04
C -5.01070 5.02625 -1.06861 0.13 0.01 -0.03
C -6.00510 4.38963 -0.44225 0.07 -0.03 -0.06
C -7.15646 5.11547 0.21218 -0.02 0.22 0.03
O -7.99237 4.40998 0.74901 -0.02 -0.07 0.04
C -7.18179 6.55826 0.16905 -0.12 -0.04 0.08
C -6.18886 7.20781 -0.45978 -0.04 0.01 0.00
C -5.04168 6.47937 -1.12529 0.03 -0.21 -0.01
O -4.19876 7.15932 -1.67253 0.03 0.08 0.00
O -6.11643 8.52100 -0.55628 -0.05 0.04 0.03
O -6.09038 3.06694 -0.32278 0.08 -0.18 0.04
H -4.18772 4.51201 -1.54604 -0.02 -0.01 -0.02
H -8.00421 7.07169 0.64646 0.01 0.03 -0.02
H -5.30858 8.72575 -1.06611 0.04 -0.02 -0.02
H -6.92576 2.90404 0.16524 -0.09 0.11 0.00
C 0.73193 0.09869 7.66919 -0.07 0.01 -0.14
C 1.44440 0.29229 8.79159 0.01 0.02 -0.04
C 1.21147 -0.52418 10.04648 -0.14 -0.15 0.03
O 1.92509 -0.26993 10.99507 0.06 0.05 0.04
C 0.17142 -1.53330 10.03588 0.05 0.00 0.11
C -0.53739 -1.72032 8.91512 0.01 -0.03 0.03
C -0.28859 -0.91797 7.65908 0.14 0.18 -0.02
O -0.98729 -1.18532 6.69077 -0.12 -0.08 0.02
O -1.50806 -2.61426 8.79597 -0.02 -0.05 0.07
O 2.39757 1.19192 8.91090 0.02 0.05 -0.07
H 0.89054 0.67851 6.77142 0.02 0.01 0.01
H 0.00192 -2.10479 10.93728 -0.01 -0.01 -0.01
H -1.84071 -2.53746 7.88219 0.01 0.03 -0.05
H 2.74621 1.10957 9.82196 -0.01 -0.03 0.05
C 10.86191 -0.06177 -4.61103 -0.11 0.02 0.10
C 11.91172 0.00615 -5.44385 -0.01 0.03 0.03
C 12.09736 -0.96331 -6.59179 -0.12 -0.16 -0.05
O 13.07931 -0.79449 -7.28860 0.07 0.04 -0.01
C 11.11572 -2.01001 -6.78484 0.09 -0.02 -0.09
C 10.06956 -2.07745 -5.95049 0.01 -0.03 -0.04
C 9.87628 -1.09749 -4.81573 0.15 0.16 0.06
O 8.87834 -1.24979 -4.13069 -0.10 -0.02 0.01
O 9.11320 -2.98832 -6.03337 0.00 -0.06 -0.07
O 12.87043 0.90816 -5.35136 -0.01 0.06 0.06
H 10.72235 0.62640 -3.78915 0.02 0.01 -0.01
H 11.25987 -2.70470 -7.59992 -0.02 -0.01 0.00
H 8.48685 -2.78941 -5.31020 -0.01 0.04 0.04
H 13.49291 0.72261 -6.08288 0.01 -0.04 -0.05
```
Positions in Å, forces in eV/Å.

Calculated values
total charge = +1
molecular weight = 1130.4 g/mol
E_tot = -4617.7332 a.u.



# 3
Formula: C9H8FN2O6S
Source: the Open Molecules 2025 dataset
Level of theory: ωB97M-V with the def2-TZVPD basis set

Geometry as XYZ:
```
27
Properties=species:S:1:pos:R:3:forces:R:3
O -5.29627 1.60163 -0.71135 1.11 -0.20 1.46
N -4.59533 1.66409 0.31864 -1.74 1.53 0.07
O -4.86188 2.45292 1.25857 0.43 -1.52 -1.51
C -3.40369 0.87291 0.41715 1.85 -0.65 -0.94
C -2.58161 0.98059 1.53427 -1.06 0.37 0.48
C -1.32392 0.42912 1.57361 -0.27 -0.23 -0.27
C -0.82435 -0.30854 0.47339 0.82 0.47 -0.02
C 0.54217 -0.90509 0.46784 0.12 -1.12 0.73
C 1.76073 -0.37109 -0.84459 -2.45 2.16 -2.39
C 2.94077 -0.90186 -1.27747 3.76 -1.53 0.00
S 4.52534 -0.02653 -1.50543 -2.32 -2.00 1.62
O 4.88804 0.70625 -0.32999 0.33 0.83 -0.72
O 4.59760 0.50713 -2.84123 0.64 -0.23 0.94
F 5.55757 -1.31332 -1.43924 -0.72 0.86 -0.62
N 1.33038 -0.76242 1.65745 0.37 -2.67 1.44
O 2.36901 -1.48058 1.68668 -1.48 1.46 -0.05
O 0.96311 -0.08701 2.66556 1.54 -0.50 -1.63
C -1.64438 -0.41517 -0.67457 0.36 -0.57 -0.16
C -2.89827 0.16139 -0.70421 -1.08 0.43 0.64
H -3.00883 1.48812 2.40244 0.41 -0.01 -0.26
H -0.71992 0.53415 2.46381 -0.36 0.01 -0.35
H 0.62776 -1.90805 -0.03802 -0.23 0.86 1.59
H 0.96851 -0.66838 -1.63105 0.63 1.25 1.26
H 1.80494 0.66980 -0.45781 -0.12 -0.33 -1.18
H 3.13914 -1.98564 -1.38398 -0.40 0.80 -0.51
H -1.27289 -0.99440 -1.54713 -0.42 0.49 0.68
H -3.58371 0.06000 -1.53332 0.28 0.02 -0.30
```
Positions in Å, forces in eV/Å.

Calculated values
total charge = -1
molecular weight = 291.2 g/mol
SMILES = O=[N+]([O-])c1ccc([C@@H](CC=[S@](=O)([O-])F)[N+](=O)[O-])cc1
E_tot = -1406.5285 a.u.



Number 1: lowest unoccupied orbital energy -13.2 eV. Number 2: lowest unoccupied orbital energy -3.4 eV. Number 3: lowest unoccupied orbital energy 1.5 eV.